1.
# C4H8N3O

A gas-phase ion, C4H8N3O (charge +1) (ωB97M-V with the def2-TZVPD basis set, the OMol25 dataset).

The HOMO energy is -13.2 eV. Its charge is +1. For the total energy, the calculation gives -396.448534 hartree.

```
16
Properties=species:S:1:pos:R:3:forces:R:3:lowdin_charge:R:1
O 2.8929 0.5603 -0.0635 -2.75 4.78 1.26 0.08
N 0.4691 0.5237 -0.0761 -1.03 -0.24 0.47 0.11
N 1.6501 2.2140 0.9884 -2.64 0.26 0.12 0.20
N -1.7806 -1.0128 0.9757 -0.73 -0.48 0.05 0.16
C -1.7911 -1.3789 -0.2849 -2.85 0.25 0.01 -0.13
C 1.5491 1.1227 0.2303 4.50 -1.63 0.27 -0.37
C 0.2057 -0.2056 -1.1416 -1.00 0.55 -0.47 -0.08
C -0.9295 -0.9924 -1.2685 1.79 -0.46 -0.36 -0.07
H -1.0031 -1.4511 -2.2090 -0.51 -0.48 -1.11 0.09
H -2.6960 -1.2774 1.3133 0.60 0.56 1.60 0.12
H 2.5804 2.5164 1.2283 -0.10 0.24 0.23 0.13
H -1.0717 -0.4631 1.4743 -0.59 -0.40 -0.51 0.13
H -2.8476 -1.8734 -0.5116 2.77 0.63 -0.12 0.19
H 3.0374 -0.3372 -0.2577 -0.79 -2.06 -0.44 0.08
H 0.7360 -0.0015 -2.0754 0.30 -0.20 0.23 0.15
H 0.7232 2.6944 1.3603 3.02 -1.32 -1.24 0.21
```
Forces are in eV/Å.

2.
# C4H8N3O

A gas-phase ion, C4H8N3O (charge +1) (ωB97M-V with the def2-TZVPD basis set, the OMol25 dataset).

The HOMO energy is -12.5 eV. Its charge is +1. For the total energy, the calculation gives -396.282148 hartree.

```
16
Properties=species:S:1:pos:R:3:forces:R:3:lowdin_charge:R:1
O 1.8867 -1.1555 -0.9011 -0.65 -0.26 -1.22 0.26
N 0.3709 0.9829 0.1732 -0.65 -0.85 0.14 -0.10
N -1.5561 -0.5672 0.3483 -0.61 -1.53 -0.80 0.07
N 1.5078 0.7899 1.0393 1.65 -0.79 -0.58 0.05
C -1.4954 -1.2049 -0.7236 0.05 0.10 0.04 -0.09
C -0.4116 -1.0400 -1.8895 -0.48 3.60 0.23 -0.05
C 0.8583 -0.9933 -1.3764 2.37 0.71 3.23 -0.06
C -0.7744 0.4936 0.8620 -1.42 1.76 1.66 -0.34
H 2.1047 1.5411 0.6797 0.32 -0.12 0.71 0.15
H 1.4288 0.8925 2.1335 -0.08 -0.52 -2.52 0.21
H -2.2048 -1.9708 -1.1014 0.19 0.56 0.91 0.14
H 2.0179 -0.1288 0.6891 -0.72 1.64 1.65 0.15
H -0.6606 0.4223 1.9700 0.62 -1.20 -0.42 0.13
H -0.4961 0.0617 -2.2814 -0.27 -1.96 0.01 0.21
H -1.5691 1.2662 1.1144 0.40 -0.05 -1.45 0.15
H -0.3824 -1.8258 -2.5783 -0.71 -1.08 -1.58 0.13
```
Forces are in eV/Å.

3.
# C4H8N3O

A gas-phase ion, C4H8N3O (charge +1) (ωB97M-V with the def2-TZVPD basis set, the OMol25 dataset).

The HOMO energy is -16.1 eV. Its charge is +1. For the total energy, the calculation gives -396.374224 hartree.

```
16
Properties=species:S:1:pos:R:3:forces:R:3:lowdin_charge:R:1
O -0.3012 -0.2319 -2.0242 0.27 -0.05 0.79 0.21
N -0.0595 -0.1186 0.4183 -1.90 0.07 -3.99 -0.17
N 0.8910 1.5277 -1.1457 -0.34 0.00 -1.24 0.23
N 0.5632 1.8411 1.8554 0.39 1.33 1.00 0.28
C 0.6549 -1.4425 0.4732 1.60 3.17 3.83 0.09
C 0.2535 0.9600 1.2147 -0.05 -2.12 -0.02 -0.22
C -1.5486 -0.3733 0.3448 1.01 -2.40 5.42 0.05
C 0.2332 0.3633 -1.1562 -0.14 1.08 -0.35 -0.42
H -1.8653 -0.8017 1.3971 0.46 1.05 -2.20 0.18
H 0.2578 -2.1376 -0.1510 -1.46 -1.70 -1.75 0.09
H -1.8126 -1.0160 -0.4026 0.31 -2.55 -1.77 0.08
H 1.6929 1.7708 -0.6134 0.34 -0.09 1.07 0.12
H 0.6013 -1.6305 1.5384 0.18 -1.08 0.03 0.13
H -2.0889 0.4038 0.0332 -1.72 4.04 -0.28 0.08
H 1.6509 -1.1584 0.2328 1.09 -0.47 -0.22 0.11
H 0.8775 2.0434 -2.0148 -0.07 -0.27 -0.33 0.16
```
Forces are in eV/Å.

4.
# C4H8N3O2

2 unconnected molecules or ions with the total composition C4H8N3O2 (ωB97M-V with the def2-TZVPD basis set, the OMol25 dataset).

The HOMO energy is -13.6 eV. Its charge is +1. For the total energy, the calculation gives -471.532231 hartree.

```
17
Properties=species:S:1:pos:R:3:forces:R:3:lowdin_charge:R:1
O 1.6186 0.5526 2.1472 1.07 -0.09 0.95 0.10
O 0.8717 2.2555 0.8298 0.44 -2.86 1.77 0.03
N 0.4522 2.7501 -1.6464 -0.74 0.61 0.31 0.19
N 1.2062 -0.7304 2.4554 -1.42 -0.47 0.03 0.07
N 0.2985 -1.0689 1.3857 1.07 3.97 -0.03 -0.22
C 0.0059 -0.1016 0.5433 0.84 0.04 1.96 0.13
C -0.5138 1.9833 -1.9617 2.04 -2.09 2.67 0.15
C 0.8495 1.0602 1.1953 -1.00 0.72 -2.76 -0.38
C -0.1283 -2.3746 1.5026 -3.35 -3.17 -2.64 -0.05
H 0.5695 -2.9557 0.9118 0.02 -0.61 -0.02 0.10
H 1.9076 -1.4792 2.6997 -0.16 1.61 -0.94 0.20
H -0.6541 1.0376 -1.3427 -0.15 1.45 -0.32 0.09
H -1.0358 2.0886 -2.8300 -1.32 0.57 -2.39 0.08
H 0.6833 3.5662 -2.1838 -0.07 0.33 -0.55 0.15
H -0.1174 -2.7124 2.5115 -0.12 -0.11 0.82 0.09
H -1.2321 -2.5798 1.0119 2.89 0.87 1.37 0.18
H 0.8369 2.7355 -0.6672 -0.06 -0.76 -0.23 0.08
```
Forces are in eV/Å.

5.
# C4H8N3O3S

A gas-phase ion, C4H8N3O3S (charge +1) (ωB97M-V with the def2-TZVPD basis set, the OMol25 dataset).

The HOMO energy is -14.5 eV. Its charge is +1. For the total energy, the calculation gives -944.982252 hartree.

```
19
Properties=species:S:1:pos:R:3:forces:R:3:lowdin_charge:R:1
S 2.2753 0.1259 -0.6497 -1.21 -0.04 -0.27 0.75
O 1.9606 -0.0743 1.8904 -1.98 4.05 -0.52 0.00
O 2.5998 1.1843 -1.5260 0.15 0.39 0.62 -0.21
O 2.4730 -1.2086 -1.0366 -0.12 -0.72 0.80 -0.19
N 0.3526 0.2928 -0.5631 -0.24 0.61 -0.81 -0.04
N -0.6972 -0.3944 -0.0399 0.94 -1.26 2.15 -0.14
N 2.7388 0.4703 0.9074 0.40 -1.07 -1.75 -0.14
C -0.2041 1.2166 -1.3723 0.93 0.86 -2.09 -0.07
C -1.5878 1.1455 -1.3021 -1.78 2.12 -0.89 -0.02
C -1.8463 0.1117 -0.4104 -1.73 1.54 -0.47 -0.04
C -0.4823 -1.4353 0.9671 -3.15 1.19 2.92 0.02
H 0.4651 1.7337 -2.1353 -1.16 -0.38 1.56 0.16
H 2.9106 1.4590 0.9697 -0.19 0.53 0.70 0.14
H -2.4161 1.8839 -1.7630 2.41 -2.09 0.99 0.18
H 2.2244 -0.9184 2.0831 1.91 -3.49 0.63 0.07
H -1.5240 -1.9466 1.1891 2.34 0.55 -1.14 0.15
H -0.2852 -0.9816 2.0354 0.18 -0.72 -2.35 0.13
H -2.8631 -0.0973 0.0037 1.42 -0.51 -0.30 0.17
H 0.2875 -2.0013 0.5359 0.88 -1.55 0.20 0.07
```
Forces are in eV/Å.

6.
# C4H8N3S

A gas-phase ion, C4H8N3S (charge +1) (ωB97M-V with the def2-TZVPD basis set, the OMol25 dataset).

The HOMO energy is -14.0 eV. Its charge is +1. For the total energy, the calculation gives -719.273634 hartree.

```
16
Properties=species:S:1:pos:R:3:forces:R:3:lowdin_charge:R:1
S -0.1254 -3.2836 -1.6288 -0.20 0.11 0.19 1.05
N -0.7450 -0.5794 -1.5256 0.92 -1.61 -0.58 0.11
N -1.0811 0.3743 -0.9431 -2.22 1.41 -0.37 0.16
N 0.8397 0.1438 0.4375 0.29 -0.10 0.86 0.08
C 0.9703 -2.2112 -2.6479 1.47 -0.38 2.99 -0.24
C -0.0087 -1.6000 -1.6764 0.75 -1.07 -1.47 -0.56
C -0.3597 0.8591 0.2139 -0.46 -0.02 1.12 -0.42
C -1.3107 0.7037 1.4801 1.25 -0.74 -0.75 0.02
H 1.5595 0.7364 0.0698 0.89 -0.21 -0.18 0.10
H 2.0281 -2.3110 -2.2801 -1.14 0.56 -0.27 0.11
H -0.5859 0.8296 2.2989 -0.71 0.17 0.07 0.08
H 0.9701 0.1580 1.4504 0.38 -0.62 -0.38 0.10
H -0.0754 1.8135 -0.1955 -0.67 1.20 0.54 0.15
H 0.9225 -2.3052 -3.6863 -0.83 0.44 -1.53 0.07
H -2.1756 1.3707 1.6156 0.45 -0.39 -0.46 0.09
H -1.5660 -0.3965 1.4585 -0.17 1.25 0.23 0.11
```
Forces are in eV/Å.

Question: Look up the HOMO of the third one.
Answer: -16.1 eV